No. 1
C8H28Cd2N2O8Pb2 | ωB97M-V/def2-TZVPD

Geometry as XYZ:
```
50
Properties=species:S:1:pos:R:3:nbo_charge:R:1
Cd 1.41946 2.88852 -1.90242 1.787
Cd 0.57591 0.90365 1.62159 1.726
Pb 2.35804 3.58226 1.20817 1.629
Pb -1.39540 2.91847 -0.20135 1.568
O -1.29309 0.60820 0.75916 -1.350
H -1.93565 -0.12768 0.77039 0.498
O -0.66367 2.25182 -2.49044 -1.210
H -1.00779 2.83937 -3.19108 0.475
O 3.18210 3.40169 -1.06078 -1.287
H 3.91767 4.04360 -1.09845 0.502
O 1.18651 1.49170 -0.39874 -1.358
H 1.12222 0.52863 -0.55003 0.504
O 0.51094 4.31454 -0.73223 -1.319
H 0.18820 5.23657 -0.74693 0.507
O 0.15953 2.84690 1.91836 -1.318
H -0.42695 3.29865 2.55592 0.514
C -3.34601 -1.39921 -2.82250 -0.620
C -2.08760 -0.66574 -2.63294 -0.091
C -0.87315 -1.49255 -2.36327 -0.056
O 0.26805 -0.60617 -2.57233 -0.551
C 1.57256 -1.21189 -2.33452 -0.261
N -1.92537 0.12571 -3.84682 -0.798
H -4.17009 -0.73557 -3.08436 0.223
H -3.64404 -2.02806 -1.98355 0.208
H -3.22361 -2.10659 -3.64271 0.212
H -2.15787 0.05735 -1.82036 0.182
H -0.73144 -2.40796 -2.93776 0.185
H -1.01459 -1.93495 -1.37718 0.153
H 1.46262 -2.14667 -1.78480 0.160
H 2.21596 -0.60927 -1.69344 0.153
H 2.04729 -1.45144 -3.28602 0.219
H -2.31704 -0.48302 -4.55118 0.340
H -2.67272 0.78407 -4.01452 0.349
C 1.37250 -3.30371 2.12768 -0.644
C 0.75920 -1.89251 2.25584 -0.085
C 0.75403 -1.23356 3.63057 -0.093
O 0.12676 0.06053 3.44524 -0.615
C -0.24488 0.68731 4.60610 -0.251
N 1.26322 -1.09582 1.14718 -0.926
H 2.46100 -3.26805 2.17224 0.227
H 0.92861 -3.93252 1.35589 0.250
H 1.19370 -3.77402 3.09460 0.234
H -0.23070 -1.81055 1.80698 0.215
H 1.77573 -1.23567 4.01033 0.200
H 0.18395 -1.90245 4.27532 0.231
H -1.04402 0.08325 5.03574 0.204
H -0.55056 1.71481 4.40883 0.195
H 0.53583 0.71120 5.36638 0.194
H 1.16467 -1.60750 0.28198 0.419
H 2.24985 -0.91558 1.26627 0.371
```

Calculated values
HOMO energy, eV: -13.2533
HOMO-LUMO gap, hartree: 0.2036
Total charge: +2


No. 2
C8H13B3IN2O4 | ωB97M-V/def2-TZVPD

Geometry as XYZ:
```
31
Properties=species:S:1:pos:R:3:mulliken_charge:R:1
I 1.48264 -0.92925 1.47848 -0.045
B 1.37216 -2.07404 -0.32550 0.438
O 0.32083 -2.92114 -0.56844 -0.505
B 0.14769 -3.07288 -1.93462 0.563
O 0.46443 -2.01707 -2.78187 -0.480
B 1.67259 -1.43898 -2.46558 0.312
C 2.35483 -0.31000 -3.27842 0.721
C 3.65455 -0.43322 -3.76826 -0.571
C 4.20980 0.63566 -4.45491 -0.263
N 3.60336 1.79215 -4.68572 -0.576
C 2.35721 1.90733 -4.24028 -0.277
C 1.71359 0.89512 -3.54745 -0.460
O 2.30877 -1.92699 -1.30775 -0.144
H -0.22695 -4.09413 -2.40153 -0.065
H 4.21866 -1.33779 -3.61975 0.353
H 5.21780 0.53667 -4.82794 0.360
H 1.83471 2.82970 -4.43096 0.357
H 0.69925 1.05408 -3.21173 0.315
C -2.23677 -0.57114 3.29881 -0.821
C -2.09042 0.88845 3.06747 0.518
O -1.32062 1.43951 2.36160 -0.401
N -3.08549 1.83858 3.75859 -0.149
C -3.76400 1.40372 5.01744 -0.876
H -1.36625 -1.06219 2.87083 0.079
H -2.29868 -0.80698 4.36171 0.374
H -3.13992 -0.93301 2.80064 0.348
H -3.77634 2.07028 3.03585 0.395
H -2.55540 2.70935 3.86726 0.408
H -4.36051 0.52189 4.80879 0.377
H -4.40480 2.21240 5.35685 0.336
H -3.00673 1.19393 5.76639 0.377
```

Calculated values
HOMO energy, eV: -11.4416
HOMO-LUMO gap, hartree: 0.2782
Total charge: +1


No. 3
C2H3N3O2 | ωB97M-V/def2-TZVPD

Geometry as XYZ:
```
10
Properties=species:S:1:pos:R:3:nbo_charge:R:1
C -0.30299 -0.97969 -0.09416 0.578
C 1.17742 0.19177 0.62720 0.114
H -0.86407 -2.79570 0.07954 0.495
H 2.08233 0.60132 1.12132 0.222
H -0.64051 2.28291 -0.56890 0.488
N 0.75326 -1.13380 0.51541 -0.504
N 0.19007 0.99965 0.17882 0.121
N -0.76013 0.33541 -0.34394 -0.393
O -1.18915 -1.88025 -0.40761 -0.636
O 0.30081 2.28402 -0.37768 -0.485
```

Calculated values
HOMO energy, eV: -8.9877
HOMO-LUMO gap, hartree: 0.3563
ΔE to the lowest compared entry with this formula, charge and spin, kJ/mol: 393.3


No. 4
C3H4S3 | ωB97M-V/def2-TZVPD

Geometry as XYZ:
```
10
Properties=species:S:1:pos:R:3:nbo_charge:R:1
C 0.74949 2.39472 -0.27693 -0.281
C -1.77531 1.19431 0.20991 -0.485
C 1.86103 2.80675 -0.04703 -0.174
S -0.69630 1.85681 -1.01201 0.410
S -3.23985 0.61886 -0.13749 0.077
S 0.10851 -4.12522 -0.36025 -0.276
H -1.37282 1.23256 1.21475 0.215
H 2.78298 3.17827 0.28327 0.239
H 0.15032 -5.12675 0.51051 0.139
H 1.43194 -4.03030 -0.38474 0.138
```

Calculated values
HOMO energy, eV: -9.1295
HOMO-LUMO gap, hartree: 0.3163
Structure (SMILES): C#CSC=S.S
ΔE to the lowest compared entry with this formula, charge and spin, kJ/mol: 289.1


No. 5
C41H37N4OP2S4Se2V | ωB97M-V/def2-TZVPD

Geometry as XYZ:
```
92
Properties=species:S:1:pos:R:3:mulliken_charge:R:1
V 17.09521 10.59818 11.00493 0.261
Se 11.67533 15.43886 10.18578 -0.433
P 11.86348 13.32099 10.55379 -0.036
C 10.74508 13.00895 11.94056 0.617
C 9.39071 13.36937 11.83462 -0.601
C 8.52301 13.05526 12.88636 -0.626
C 8.99704 12.45743 14.05075 -0.514
C 10.33710 12.18986 14.18462 -0.478
C 11.20518 12.39974 13.11712 -0.273
C 11.34920 12.50637 9.00225 0.577
C 10.05682 12.02334 8.78032 0.137
C 9.66656 11.62138 7.48441 -0.900
C 10.61795 11.62341 6.47094 -0.333
C 11.90388 12.04916 6.69823 -0.660
C 12.27971 12.51004 7.96555 -0.484
C 13.58772 12.80235 10.99266 0.251
C 14.18999 11.56525 11.18642 0.459
N 15.53491 11.78345 11.51663 0.500
N 15.67669 13.19569 11.55383 -0.323
N 14.58091 13.76015 11.18304 -0.632
P 13.66090 9.76630 11.37969 0.064
Se 15.52467 8.62090 10.97571 -0.285
C 12.26666 9.14575 10.43118 0.255
C 10.97175 9.23267 10.95687 0.207
C 9.93063 8.67665 10.23888 -0.897
C 10.16198 8.12680 8.99496 -0.337
C 11.44547 7.94441 8.50700 -0.753
C 12.51452 8.49110 9.20977 -0.509
C 13.49913 9.40476 13.14958 0.492
C 12.75967 8.30219 13.55622 -0.128
C 12.53755 8.07660 14.92404 -0.654
C 12.97409 9.01499 15.83891 -0.527
C 13.84774 10.02952 15.46131 -0.675
C 14.15120 10.18093 14.11575 -0.575
H 9.01679 13.96502 10.99626 0.433
H 7.45562 13.30785 12.84433 0.349
H 8.28693 12.21898 14.83932 0.374
H 10.70837 11.73064 15.11261 0.381
H 12.28598 12.21111 13.22745 0.343
H 9.34898 11.90976 9.59874 0.399
H 8.63826 11.37222 7.26332 0.405
H 10.31826 11.24202 5.46449 0.296
H 12.67206 11.99125 5.91094 0.375
H 13.30161 12.91115 8.12350 0.395
H 10.76911 9.68348 11.93300 0.451
H 8.90061 8.70372 10.63688 0.356
H 9.32555 7.74572 8.42360 0.386
H 11.67296 7.37708 7.57816 0.374
H 13.54402 8.41797 8.83285 0.375
H 12.37305 7.59796 12.80065 0.432
H 12.03254 7.14704 15.21920 0.385
H 12.67994 8.94775 16.88444 0.373
H 14.34738 10.65263 16.21020 0.415
H 14.87159 10.93890 13.80986 0.348
O 22.62868 5.16173 11.06647 -0.641
C 21.58647 5.74975 11.11071 0.483
S 19.87882 5.00698 11.22973 -0.252
C 18.94578 6.44518 11.06022 0.076
C 19.66632 7.63754 11.02963 -0.126
S 19.22122 9.32990 10.82163 -0.182
S 21.37521 7.55162 11.08980 -0.179
S 17.32175 5.94929 10.93828 -0.674
C 17.04333 13.23640 7.42241 -1.338
C 18.18419 12.18470 7.45994 0.531
C 17.70468 10.70893 7.59032 -1.059
C 19.28854 12.58043 8.43043 0.627
C 20.58675 12.87164 7.96487 -0.908
C 21.66407 13.15620 8.82782 -1.093
C 21.39996 13.26244 10.18064 -0.873
C 20.11465 13.04514 10.72706 0.384
C 19.84624 13.24451 12.23596 0.456
C 18.77096 14.34621 12.56315 -1.207
C 19.58300 11.91410 13.01294 -1.187
C 19.08399 12.54431 9.86130 -0.121
N 17.99081 11.92008 10.33453 0.408
H 16.40609 13.07924 6.54142 0.398
H 17.46508 14.23189 7.34248 0.393
H 16.39714 13.16674 8.31866 0.098
H 18.73155 12.26043 6.49762 0.420
H 16.87754 10.63300 8.28811 -0.021
H 18.49309 10.00623 7.93939 0.179
H 17.35600 10.32099 6.64028 0.505
H 20.77677 12.88061 6.89757 0.309
H 22.67599 13.21230 8.41719 0.299
H 22.17070 13.58934 10.85700 0.356
H 20.81661 13.68302 12.57380 0.447
H 17.77375 14.07519 12.17262 0.100
H 19.07567 15.30668 12.13837 0.346
H 18.72992 14.48689 13.64612 0.435
H 18.54531 11.59036 12.90789 0.030
H 19.81021 12.09268 14.05816 0.544
H 20.21942 11.12320 12.65607 0.211
```

Calculated values
HOMO energy (spin up / spin down), eV: -0.4742 / -0.5918
HOMO-LUMO gap (spin up / spin down), hartree: 0.1394 / 0.1437
Spin multiplicity: 3
Total charge: -2
ΔE to the lowest compared entry with this formula, charge and spin, kJ/mol: 0.0